A structure of composition C45H42Cl3FeN9O2S2 in a non-equilibrium geometry, computed with ωB97M-V with the def2-TZVPD basis set.

```
104
Properties=species:S:1:pos:R:3:lowdin_spin:R:1
Fe 1.26378 0.13879 0.08314 3.7778
C 1.91799 -1.44776 3.04506 0.0015
C 1.25412 -2.40823 2.10613 0.0041
C 1.20621 -3.76874 2.39487 0.0010
C 0.58407 -4.62668 1.50973 0.0004
C -0.02763 -4.10483 0.38113 0.0008
C 0.02943 -2.74012 0.16617 0.0037
N 0.69977 -1.91557 0.98882 0.0344
C -0.70448 -2.07712 -0.93550 0.0020
C -1.74630 -2.68717 -1.62215 0.0013
C -2.39794 -1.96692 -2.60819 -0.0019
C -1.97444 -0.68062 -2.90040 0.0016
C -0.92039 -0.14024 -2.17188 0.0019
N -0.33300 -0.82792 -1.19853 0.0344
C -0.35629 1.20533 -2.43458 0.0037
C -0.72798 1.94587 -3.54311 0.0005
C -0.19660 3.21231 -3.71412 0.0007
C 0.68401 3.69768 -2.77022 0.0007
C 1.03685 2.89529 -1.69056 0.0044
C 2.02223 3.39463 -0.67960 0.0018
N 0.53128 1.66301 -1.53425 0.0345
H 1.97856 -1.87109 4.04541 0.0001
H 1.36152 -0.51220 3.08601 0.0003
H 2.93224 -1.22477 2.70949 0.0000
H 1.66473 -4.13888 3.30105 0.0002
H 0.55538 -5.69010 1.70586 0.0000
H -0.53171 -4.75731 -0.31649 0.0002
H -2.06032 -3.69265 -1.38103 0.0002
H -3.23254 -2.40195 -3.14169 -0.0001
H -2.47045 -0.11388 -3.67382 0.0003
H -1.41091 1.54750 -4.27810 0.0002
H -0.47007 3.81124 -4.57223 0.0000
H 1.10891 4.68732 -2.86299 0.0002
H 2.03571 4.48275 -0.65824 0.0002
H 3.02741 3.04781 -0.93457 0.0000
H 1.77143 3.02251 0.30883 0.0005
N 4.69179 -0.04163 -0.12326 -0.0012
C 4.19952 -0.76642 -1.14643 0.0021
N 2.93460 -0.85216 -1.48047 0.0212
C 2.81332 -1.67700 -2.62217 0.0011
C 1.66097 -1.98009 -3.34258 0.0001
C 1.73048 -2.82033 -4.44063 -0.0001
C 2.93756 -3.37023 -4.86028 0.0002
C 4.10212 -3.06105 -4.18369 0.0002
C 4.01881 -2.22143 -3.08457 0.0009
S 5.33978 -1.66650 -2.10314 0.0019
H 4.07817 0.47009 0.48197 -0.0004
H 5.68033 -0.03965 0.04864 -0.0001
H 0.71634 -1.54764 -3.07611 -0.0001
H 0.82742 -3.04766 -4.99192 0.0000
H 2.97085 -4.02594 -5.71889 0.0000
H 5.05900 -3.45187 -4.50261 0.0000
Cl -4.34530 4.61798 -2.83928 0.0000
C -4.47586 3.27427 -1.76278 0.0000
C -3.62548 2.19012 -1.90857 0.0000
C -3.73075 1.12447 -1.03290 0.0000
C -4.66747 1.11958 -0.00778 0.0000
C -4.71571 -0.03800 0.95855 0.0001
C -3.98834 0.33170 2.25808 0.0003
N -2.66996 0.83556 1.92299 0.0011
C -2.31536 2.15597 1.80908 0.0010
C -1.03553 2.16012 1.34651 0.0020
N -0.60583 0.86306 1.18181 0.0312
C -1.60779 0.10012 1.56173 0.0027
O -4.06767 -1.15360 0.37189 0.0000
C -4.67122 -2.41742 0.64994 0.0000
C -3.96404 -3.47423 -0.13146 0.0000
C -4.08357 -3.62184 -1.48183 0.0001
Cl -4.98968 -2.62122 -2.53172 -0.0001
S -3.20056 -4.96732 -2.08154 0.0001
C -2.64949 -5.35200 -0.50502 0.0000
C -3.12491 -4.48226 0.42512 0.0000
C -5.51604 2.21673 0.10867 0.0000
Cl -6.70563 2.27695 1.37041 0.0000
C -5.43117 3.29331 -0.76070 0.0000
H -2.89486 2.18629 -2.70566 0.0000
H -3.08726 0.26174 -1.13949 0.0000
H -5.75679 -0.26614 1.20519 0.0000
H -3.89074 -0.55267 2.88709 0.0000
H -4.53588 1.09860 2.80141 0.0000
H -2.99878 2.95758 2.03063 0.0002
H -0.41124 3.00572 1.11624 0.0000
H -1.62793 -0.97647 1.53519 -0.0001
H -5.72550 -2.38294 0.35571 0.0000
H -4.61790 -2.65517 1.71817 0.0000
H -2.02284 -6.21553 -0.35174 0.0000
H -2.90687 -4.55578 1.48169 0.0000
H -6.10363 4.13317 -0.65774 0.0000
N 2.58569 1.19942 1.62660 0.0181
C 3.21720 1.95767 2.24023 0.0021
N 3.90465 2.80942 2.93250 0.0030
C 5.37851 2.84568 2.85390 -0.0001
C 5.92935 2.91654 4.27050 0.0000
O 5.38063 4.02090 4.95610 0.0000
C 3.97889 3.91293 5.09437 0.0001
C 3.30572 3.89260 3.72999 0.0000
H 5.67425 3.74076 2.30193 0.0001
H 5.74044 1.96095 2.33290 0.0000
H 7.00766 3.05973 4.24315 0.0000
H 5.70533 1.98462 4.80516 0.0000
H 3.64798 4.78533 5.65397 0.0000
H 3.71956 3.00786 5.65762 0.0000
H 3.49390 4.84061 3.22052 0.0001
H 2.23218 3.73674 3.81936 0.0000
```

As for the energy above the lowest of the compared OMol25 structures with the same formula, charge and spin: 1.652 eV. Its charge is +2. Its total energy is -158466.5717 eV. The spin multiplicity is 5. The calculation puts the HOMO-LUMO gap (spin up / spin down) at 7.72 / 7.70 eV.

A structure of composition C41H57Cl2O8P2Sb2Ti in a non-equilibrium geometry, computed with ωB97M-V with the def2-TZVPD basis set.

```
113
Properties=species:S:1:pos:R:3:mulliken_charge:R:1
Ti 0.41415 0.03109 -0.00409 -2.0521
Cl 2.14411 -2.16075 6.49313 -0.2322
C 2.03309 -1.62600 4.85279 0.2395
C 3.21411 -1.45697 4.12015 -0.8219
C 3.11955 -1.02954 2.81313 0.7646
Cl 4.52003 -0.81266 1.83144 -0.2374
C 1.89061 -0.75846 2.19058 -0.7198
O 1.87501 -0.35081 0.94466 0.1593
C 0.67979 -0.94020 2.95450 0.6968
C -0.60216 -0.70991 2.43380 0.0406
O -0.89862 -0.29391 1.22542 0.0317
C 0.80548 -1.38216 4.29802 -1.5876
H 4.16992 -1.66079 4.56897 0.5063
H -1.45521 -0.87677 3.10145 0.2297
H -0.08914 -1.52103 4.88434 0.5013
C -4.78010 -0.28355 1.09778 -1.2877
C -4.77178 0.37194 -0.27641 0.5166
C -5.57857 -0.40676 -1.30564 -1.2643
O -3.41906 0.62478 -0.70314 -0.0999
P -2.28832 -0.30377 -1.28161 -0.0843
O -1.05611 0.51931 -1.27473 -0.9429
C -2.26833 -1.96496 -0.53775 -0.8716
P -0.63977 -2.67616 -0.91532 -0.3886
O 0.52558 -1.76490 -0.91009 0.4301
O -0.65544 -3.32101 -2.35100 0.2828
C -1.40083 -4.50594 -2.70751 0.7151
C -2.40572 -4.13908 -3.78970 -1.1212
C -0.40832 -5.55579 -3.18661 -1.6236
O -0.62185 -3.81918 0.17434 -0.5043
C 0.55053 -4.64768 0.39633 1.0553
C 0.03421 -6.04759 0.68526 -1.7514
C 1.34921 -4.06582 1.54771 -1.1438
O -2.67830 -0.77514 -2.75054 0.5512
C -2.89188 0.15282 -3.84210 0.8181
C -3.54913 -0.63644 -4.96433 -1.5413
C -1.58070 0.79235 -4.26652 -1.2590
H -5.75544 -0.14066 1.55625 0.5205
H -4.02499 0.18153 1.72964 0.2211
H -4.58294 -1.35055 1.02549 0.2854
H -5.17584 1.38814 -0.18960 0.3139
H -5.17912 -1.40775 -1.45426 0.1917
H -5.57877 0.11421 -2.25961 0.2977
H -6.60699 -0.49974 -0.96521 0.5540
H -3.04640 -2.57498 -0.99122 0.9102
H -2.39125 -1.94832 0.54005 0.4985
H -1.92422 -4.86371 -1.81354 0.4554
H -1.88009 -3.82454 -4.68740 0.3112
H -3.04200 -3.32132 -3.45964 0.0745
H -3.02504 -5.00089 -4.02741 0.4676
H 0.19500 -5.14261 -3.98917 0.3298
H -0.93992 -6.42973 -3.55185 0.4484
H 0.25553 -5.86015 -2.38222 0.3517
H 1.15971 -4.63147 -0.51614 0.2696
H -0.58753 -6.02803 1.57659 0.3681
H 0.87032 -6.71896 0.85081 0.4230
H -0.55838 -6.42008 -0.14723 0.4070
H 0.72456 -3.99785 2.43445 0.3560
H 1.69616 -3.06712 1.28821 -0.1110
H 2.20491 -4.69573 1.76939 0.5679
H -3.57746 0.93332 -3.48945 0.2870
H -2.88495 -1.41751 -5.31999 0.2568
H -3.78436 0.03359 -5.78515 0.4875
H -4.47118 -1.09964 -4.62343 0.3405
H -0.85591 0.01669 -4.50600 0.2728
H -1.19365 1.41878 -3.46485 0.1055
H -1.75058 1.41065 -5.14257 0.5330
C 2.78346 2.81518 5.68783 -0.8037
C 1.60070 2.14652 5.41785 -0.5919
C 1.12786 2.07411 4.11910 -0.5331
C 1.83796 2.66018 3.07886 0.7709
C 3.02555 3.32295 3.35327 -0.7162
C 3.49158 3.40404 4.65535 -0.6518
Sb 1.00711 2.52985 1.08442 2.8343
C -0.75159 3.66420 1.55153 0.3005
C -1.93936 3.26690 0.95246 -0.1304
C -3.11960 3.92558 1.25108 -0.5472
C -3.11558 4.97087 2.15761 -0.6333
C -1.92871 5.37506 2.75103 -0.7646
C -0.74517 4.72377 2.44661 -0.4459
C 2.26922 4.06607 0.22599 0.7937
C 1.75917 5.29381 -0.16677 -0.8603
C 2.60707 6.26176 -0.68234 -0.7055
C 3.96044 6.00114 -0.82794 -0.5927
C 4.46389 4.75892 -0.47918 -0.7949
C 3.62279 3.79436 0.04928 -0.4262
H 3.14800 2.88178 6.70221 0.4046
H 1.04499 1.68631 6.22197 0.4664
H 0.19227 1.56424 3.91365 0.4752
H 3.58098 3.79475 2.55550 0.4445
H 4.41018 3.93408 4.86169 0.4515
H -1.93848 2.43467 0.25309 -0.0899
H -4.04315 3.62197 0.77624 0.4440
H -4.03763 5.47225 2.40735 0.4012
H -1.92693 6.19392 3.45328 0.4177
H 0.18732 5.03115 2.90029 0.4725
H 0.69923 5.49344 -0.06119 0.4389
H 2.20448 7.21788 -0.97431 0.4286
H 4.62678 6.75777 -1.21526 0.3954
H 5.51059 4.54034 -0.62952 0.4445
H 4.03020 2.82565 0.33533 0.5152
C 5.02633 -0.07554 -2.44493 -1.3225
Sb 3.37401 -1.09645 -1.45758 0.8237
C 2.17817 0.67412 -1.85923 -1.0026
C 2.67890 -1.95949 -3.33530 -1.0732
H 4.67181 0.45163 -3.32969 0.3903
H 5.78112 -0.79445 -2.73834 0.3841
H 5.48811 0.64221 -1.77323 0.3577
H 2.26055 0.95879 -2.90813 0.7402
H 2.51824 1.51083 -1.24603 -0.1597
H 1.12527 0.44314 -1.65560 0.6045
H 2.94805 -1.30850 -4.16402 0.4624
H 1.59900 -2.06924 -3.27322 -0.0066
H 3.12958 -2.93662 -3.49272 0.3902
```

Its charge is +1. Its total energy is -139635.2307 eV. The calculation puts the HOMO-LUMO gap (spin up / spin down) at 5.92 / 6.22 eV.

The molecule C4H11NS in a non-equilibrium geometry, computed with ωB97M-V with the def2-TZVPD basis set.

```
17
Properties=species:S:1:pos:R:3:mulliken_charge:R:1
C 0.48528 -0.63166 0.84038 -0.5932
C -0.79112 -0.92085 0.04480 -0.4731
C -1.55670 0.37996 -0.30840 -0.7489
S -2.15655 1.35728 1.10390 -0.2194
C 1.48516 0.30147 0.14405 -0.6454
N 1.95468 -0.14620 -1.16210 -0.6031
H 0.23693 -0.28022 1.83695 0.3573
H 1.04481 -1.57503 0.86895 0.2807
H -0.63853 -1.46733 -0.89345 0.2881
H -1.51238 -1.53140 0.60241 0.3983
H -0.98957 0.93624 -1.05306 0.3474
H -2.49222 0.06433 -0.76725 0.3586
H -1.40022 2.46042 0.98032 0.1119
H 0.97776 1.29451 0.06345 0.2134
H 2.27639 0.61438 0.82183 0.3218
H 1.33099 0.27639 -1.84642 0.3024
H 1.74528 -1.13230 -1.27636 0.3032
```

As for the energy above the lowest of the compared OMol25 structures with the same formula, charge and spin: 0.486 eV. Its total energy is -16651.3069 eV. The SMILES is NCCCCS. The calculation puts the HOMO-LUMO gap at 9.94 eV.

> total energy of number 3 (C4H11NS)?

-16651.3069 eV

Repeat the third record exactly.
The molecule C4H11NS in a non-equilibrium geometry, computed with ωB97M-V with the def2-TZVPD basis set.

```
17
Properties=species:S:1:pos:R:3:mulliken_charge:R:1
C 0.48528 -0.63166 0.84038 -0.5932
C -0.79112 -0.92085 0.04480 -0.4731
C -1.55670 0.37996 -0.30840 -0.7489
S -2.15655 1.35728 1.10390 -0.2194
C 1.48516 0.30147 0.14405 -0.6454
N 1.95468 -0.14620 -1.16210 -0.6031
H 0.23693 -0.28022 1.83695 0.3573
H 1.04481 -1.57503 0.86895 0.2807
H -0.63853 -1.46733 -0.89345 0.2881
H -1.51238 -1.53140 0.60241 0.3983
H -0.98957 0.93624 -1.05306 0.3474
H -2.49222 0.06433 -0.76725 0.3586
H -1.40022 2.46042 0.98032 0.1119
H 0.97776 1.29451 0.06345 0.2134
H 2.27639 0.61438 0.82183 0.3218
H 1.33099 0.27639 -1.84642 0.3024
H 1.74528 -1.13230 -1.27636 0.3032
```

As for the energy above the lowest of the compared OMol25 structures with the same formula, charge and spin: 0.486 eV. Its total energy is -16651.3069 eV. The SMILES is NCCCCS. The calculation puts the HOMO-LUMO gap at 9.94 eV.

> Look up the total energy of the second one.

-139635.2307 eV